Entry 1:
{
  "formula": "C4H12NO2",
  "method": "the ωB97M-V functional and the def2-TZVPD basis",
  "symbols": ["C", "O", "C", "C", "C", "N", "H", "H", "H", "H", "H", "H", "H", "H", "H", "H", "H", "H", "O"],
  "positions_angstrom": [[-1.11230, 0.70015, 0.73530], [-2.02604, 0.12045, -0.08669], [0.30938, 0.63125, 0.13646], [0.86779, -0.76161, 0.27780], [1.79709, -1.19096, -0.85632], [2.86171, -0.23998, -1.23018], [-1.01513, 0.16208, 1.71227], [-1.36049, 1.74278, 0.97259], [0.98064, 1.34816, 0.64110], [0.29997, 0.87950, -0.92463], [0.00339, -1.43084, 0.23460], [1.31342, -0.91900, 1.26342], [2.34501, -2.08801, -0.55021], [1.19261, -1.36617, -1.74529], [2.46492, 0.69446, -1.25977], [3.53505, -0.21664, -0.46921], [-3.37895, 0.29574, 0.30062], [-4.68744, 1.21418, 0.19262], [-4.39063, 0.42446, 0.65551]],
  "lowdin_charge": [-0.4603, -0.2942, -0.2409, -0.2500, -0.2983, -0.0308, 0.0974, 0.0856, 0.0970, 0.0983, 0.1045, 0.1005, 0.0958, 0.1036, 0.0383, 0.0493, -0.0357, -0.0332, -0.2269],
  "e_lumo_ev": 3.90,
  "homo_energy_ev": -3.432,
  "total_charge": -1,
  "homo_lumo_gap_ev": 7.332,
  "e_tot_ev": -9927.9620
}



Entry 2:
{
  "formula": "C4H12NO2",
  "method": "the ωB97M-V functional and the def2-TZVPD basis",
  "symbols": ["C", "O", "C", "C", "C", "N", "H", "H", "H", "H", "H", "H", "H", "H", "H", "H", "H", "H", "O"],
  "positions_angstrom": [[-0.18944, -0.08146, 2.04195], [0.69804, -0.71287, 2.78096], [0.37831, 0.15374, 0.60152], [-0.64283, 0.77804, -0.35793], [-0.04785, 1.67743, -1.47682], [1.08789, -1.04982, 0.07736], [-0.63109, 0.91443, 2.34688], [-1.23848, -0.59417, 1.95613], [1.15742, 0.90270, 0.83247], [-1.19685, 1.45138, 0.30333], [-1.27266, -0.04131, -0.68648], [0.98084, 1.99378, -1.32332], [-0.32370, 1.37788, -2.48816], [-0.62600, 2.61372, -1.38710], [0.92385, -1.62733, 0.92693], [2.07136, -0.87996, 0.22589], [0.38396, -2.26178, -1.30156], [-1.09516, -2.17614, -1.22648], [-0.41760, -2.43826, -1.84557]],
  "lowdin_charge": [-0.5583, -0.3184, -0.4171, -0.2303, -0.1075, 0.0088, 0.0762, 0.0906, 0.1224, 0.0878, 0.0822, 0.0589, 0.0538, 0.0500, 0.0699, 0.0605, -0.0043, -0.0050, -0.1202],
  "e_lumo_ev": 4.01,
  "homo_energy_ev": -2.871,
  "total_charge": -1,
  "homo_lumo_gap_ev": 6.886,
  "e_tot_ev": -9927.1935
}



Entry 3:
{
  "formula": "C4H12NO2",
  "method": "the ωB97M-V functional and the def2-TZVPD basis",
  "symbols": ["C", "N", "C", "O", "C", "C", "H", "H", "H", "H", "H", "H", "H", "H", "H", "H", "H", "H", "O"],
  "positions_angstrom": [[0.42816, 0.85255, -0.94884], [0.89720, -0.46738, -0.54590], [0.11338, -1.59962, -1.13889], [-0.98801, -1.92972, -0.62816], [1.03565, 1.98233, -0.05603], [0.14346, 2.29207, 1.13516], [-0.68861, 0.95180, -1.03972], [0.85879, 1.00917, -2.05234], [0.99720, -0.56593, 0.40518], [0.75104, -2.49880, -1.11098], [0.19561, -1.28726, -2.27069], [2.01946, 1.46264, 0.28366], [1.42621, 2.77547, -0.66478], [0.00637, 1.31742, 1.59487], [-0.74795, 2.74934, 0.85882], [0.46883, 2.90309, 1.93448], [-1.76831, -0.32521, 1.75870], [-1.10462, -1.56423, 0.81835], [-1.38928, -1.17276, 1.79784]],
  "lowdin_charge": [-0.2883, -0.0745, -0.5900, -0.2284, -0.2596, -0.1180, 0.1139, 0.1225, 0.0433, 0.0729, 0.0988, 0.1208, 0.0689, 0.0627, 0.0428, 0.0436, -0.0574, 0.0192, -0.1932],
  "e_lumo_ev": 3.86,
  "homo_energy_ev": -3.242,
  "total_charge": -1,
  "homo_lumo_gap_ev": 7.100,
  "e_tot_ev": -9926.9393
}



Entry 4:
{
  "formula": "C4H12NO2",
  "method": "the ωB97M-V functional and the def2-TZVPD basis",
  "symbols": ["C", "O", "C", "C", "C", "N", "H", "H", "H", "H", "H", "H", "H", "H", "H", "H", "H", "H", "O"],
  "positions_angstrom": [[-0.63124, -0.16797, 1.18564], [-1.24527, 0.50479, 0.07160], [0.89760, -0.00225, 0.96899], [1.47197, -1.31870, 0.50643], [0.78097, -1.70497, -0.87390], [0.39573, -0.76948, -1.95056], [-0.89954, -1.29287, 1.29196], [-1.03031, 0.22315, 2.14740], [1.54724, 0.46993, 1.75290], [1.07657, 0.80902, 0.19778], [1.26155, -2.20587, 1.18237], [2.56999, -1.46674, 0.39976], [1.30798, -2.64431, -1.22001], [-0.17789, -2.22085, -0.70285], [-0.33953, -0.15517, -1.61503], [1.27323, -0.08647, -2.20435], [-1.59127, 1.80230, 0.14973], [-0.64660, 2.80295, -0.12492], [-1.53439, 3.05954, 0.13792]],
  "lowdin_charge": [-0.3316, -0.3434, -0.2366, -0.2440, -0.3287, -0.0418, 0.1039, 0.0893, 0.0963, 0.1078, 0.1043, 0.0852, 0.0909, 0.0873, 0.0175, 0.1160, 0.0575, -0.0810, -0.3488],
  "e_lumo_ev": 3.90,
  "homo_energy_ev": -4.088,
  "total_charge": -1,
  "homo_lumo_gap_ev": 7.991,
  "e_tot_ev": -9926.4752
}



Entry 5:
{
  "formula": "C4H12NO2",
  "method": "the ωB97M-V functional and the def2-TZVPD basis",
  "symbols": ["C", "C", "C", "N", "C", "H", "H", "H", "H", "H", "H", "H", "H", "H", "H", "O", "H", "H", "O"],
  "positions_angstrom": [[1.87896, -1.92670, 1.42110], [0.77419, -1.07770, 0.89123], [1.00616, 0.19567, 0.62480], [-0.03013, 1.14228, 0.42692], [0.09754, 2.23840, -0.21360], [1.61352, -2.32083, 2.40154], [2.83784, -1.42810, 1.43465], [2.01933, -2.81879, 0.79570], [-0.21725, -1.51349, 0.80399], [1.98737, 0.57875, 0.39191], [-0.99050, 0.79315, 0.51108], [-0.77448, 2.81139, -0.48745], [1.07901, 2.57847, -0.52812], [-3.40890, 2.08994, -0.88086], [-3.18812, 0.58370, -0.94981], [-2.85988, 1.38347, -0.52381], [-0.40847, -1.74514, -1.64273], [-0.67210, -0.71502, -2.71415], [-0.74410, -0.84944, -1.76239]],
  "lowdin_charge": [-0.0651, -0.1047, -0.1036, 0.0580, 0.1749, 0.0962, 0.0832, 0.0914, 0.1242, 0.1373, 0.1452, 0.1080, 0.1265, 0.0625, 0.0549, -0.0470, 0.0483, 0.0580, -0.0482],
  "e_lumo_ev": -4.72,
  "homo_energy_ev": -13.830,
  "total_charge": 1,
  "homo_lumo_gap_ev": 9.105,
  "e_tot_ev": -9920.2188
}



Entry 6:
{
  "formula": "C4H12NO2",
  "method": "the ωB97M-V functional and the def2-TZVPD basis",
  "symbols": ["C", "C", "C", "C", "N", "H", "H", "H", "H", "H", "H", "H", "H", "H", "H", "O", "H", "H", "O"],
  "positions_angstrom": [[0.65994, -0.62656, 1.54996], [-0.30578, -0.79693, 0.43935], [-0.48316, -1.83520, -0.35142], [-2.51689, 0.13488, 0.41465], [-1.26381, 0.30324, 0.31808], [0.19880, -0.38227, 2.50832], [1.24024, -1.51272, 1.72400], [1.39985, 0.14348, 1.35276], [-1.30597, -1.89686, -1.05240], [0.19510, -2.65022, -0.41353], [-3.22683, 0.95389, 0.41463], [-2.88958, -0.86028, 0.60782], [-0.92004, 1.24831, 0.11050], [2.06451, -0.10106, -2.33720], [1.54125, 1.18601, -3.06124], [1.60753, 0.74133, -2.20739], [1.18065, 1.35041, -0.42219], [1.84938, 2.49878, 0.24230], [0.97481, 2.10175, 0.16300]],
  "lowdin_charge": [-0.0201, -0.3348, 0.1211, 0.1924, 0.1073, 0.1054, 0.0921, 0.0733, 0.0888, 0.0844, 0.1307, 0.1276, 0.1542, 0.0646, 0.0689, -0.0457, -0.0073, 0.0703, -0.0732],
  "e_lumo_ev": -4.77,
  "homo_energy_ev": -14.512,
  "total_charge": 1,
  "homo_lumo_gap_ev": 9.743,
  "e_tot_ev": -9920.1308
}



Entry 7:
{
  "formula": "C4H12NO2",
  "method": "the ωB97M-V functional and the def2-TZVPD basis",
  "symbols": ["C", "C", "C", "N", "C", "H", "H", "H", "H", "H", "H", "H", "H", "H", "H", "O", "H", "H", "O"],
  "positions_angstrom": [[-3.38569, -0.60889, 1.25288], [-1.93056, -0.45914, 0.79648], [-1.10693, 0.61927, 1.05204], [-0.02357, 0.65485, 0.07146], [0.53392, 1.92529, -0.14310], [-3.32275, 0.45922, 1.60728], [-4.08008, -0.85555, 0.48389], [-3.48973, -1.21312, 2.10921], [-1.52176, -1.27106, 0.13613], [-1.35146, 1.23511, 1.86336], [0.19072, -0.02461, -0.75300], [0.02550, 2.67810, 0.51370], [1.14356, 2.14664, -1.00503], [4.00347, -0.25013, -0.58039], [4.06063, 0.73734, -1.71772], [3.49962, 0.03746, -1.31475], [2.04751, -1.38512, -1.06600], [1.24963, -2.58044, -1.06452], [1.06854, -1.67740, -1.03236]],
  "mulliken_spin": [0.0101, 0.2414, 0.4870, -0.0387, 0.1657, 0.0066, 0.0192, 0.0571, 0.0178, 0.0126, -0.0015, 0.0061, 0.0155, -0.0001, 0.0000, 0.0018, -0.0003, 0.0000, -0.0002],
  "e_lumo_ev": [-10.97, -13.39],
  "homo_energy_ev": [-18.625, -18.615],
  "total_charge": 2,
  "multiplicity": 2,
  "homo_lumo_gap_ev": [7.651, 5.224],
  "e_tot_ev": -9904.6825
}



Entry 8:
{
  "formula": "C4H12NO2P",
  "method": "the ωB97M-V functional and the def2-TZVPD basis",
  "symbols": ["C", "C", "C", "C", "N", "O", "O", "P", "H", "H", "H", "H", "H", "H", "H", "H", "H", "H", "H", "H"],
  "positions_angstrom": [[2.03320, -1.32438, 0.92851], [1.68519, 0.53436, -0.58184], [-2.43058, -1.51428, -0.59175], [-0.96464, 2.34366, 0.19521], [1.13480, -0.26488, 0.45201], [-1.18548, -1.55136, 0.01372], [-1.03169, 0.95876, 0.01133], [-0.42515, -0.23473, 0.93499], [2.93276, -1.32200, 0.28256], [2.44271, -1.11740, 1.89952], [1.58974, -2.36956, 0.89212], [1.64482, -0.17370, -1.47528], [1.00194, 1.43849, -0.93056], [2.73184, 0.93197, -0.39407], [-2.82556, -0.47221, -0.59374], [-3.10781, -2.31161, -0.03638], [-2.41260, -1.82303, -1.68274], [-0.14022, 2.55899, 0.90296], [-1.80810, 2.87908, 0.66418], [-0.86517, 2.83380, -0.89075]],
  "lowdin_charge": [-0.1223, -0.1514, -0.2291, -0.1785, -0.4432, -0.4124, -0.4334, 0.8922, 0.0810, 0.0624, 0.0991, 0.1041, 0.0944, 0.1008, 0.0636, 0.1072, 0.0816, 0.0784, 0.0751, 0.1303],
  "e_lumo_ev": 0.87,
  "homo_energy_ev": -8.274,
  "total_charge": 0,
  "homo_lumo_gap_ev": 9.146,
  "smiles": "COP(OC)N(C)C",
  "e_tot_ev": -19215.1850
}